A cluster of 9 separate species, C12H40ClO12 in total in a non-equilibrium geometry, computed with ωB97M-V with the def2-TZVPD basis set.

Values from the calculation:
max |F| = 0.0432 hartree/bohr
total charge = -1
HOMO energy = -0.2768 hartree
spin multiplicity = 1
frontier orbital gap = 10.21 eV

```
65
Properties=species:S:1:pos:R:3:forces:R:3
Cl -14.278138 6.710451 7.382154 2.19 0.26 -0.22
O -13.726747 6.909093 8.691614 0.61 0.18 0.51
O -14.754189 5.345176 7.337229 -1.21 -0.27 -0.37
O -15.276912 7.719138 7.185169 -0.70 -0.30 -0.56
O -13.239399 6.807968 6.350837 -0.74 0.25 0.65
O -10.797774 5.736431 9.570780 0.08 -0.14 -0.07
H -11.378411 6.353960 9.106582 -0.07 -0.14 0.11
H -11.004765 4.871941 9.178441 -0.02 0.37 -0.01
O -14.416000 3.726978 10.427742 0.03 -0.02 -0.08
H -14.097474 4.314729 9.728349 -0.07 0.02 0.10
H -14.129990 2.850734 10.151752 0.02 0.09 -0.05
O -18.194856 5.311922 7.988902 -0.09 0.00 -0.09
H -17.256603 5.242449 8.207100 -0.07 0.02 -0.10
H -18.205879 5.462393 7.029662 0.21 -0.03 0.25
O -11.905512 3.726113 7.760112 -0.20 -0.04 -0.16
H -11.542962 3.242362 7.011413 0.01 0.07 0.06
H -12.546312 4.340165 7.366971 0.01 -0.03 0.08
C -14.397931 11.066622 3.934337 -0.13 -0.02 0.26
C -13.116485 10.443894 4.545794 -1.74 0.65 -0.13
C -12.841079 9.168935 3.792588 1.38 -0.97 0.17
O -12.100456 11.415300 4.391496 0.91 -0.11 -0.31
H -14.187710 11.292607 2.886638 -0.01 -0.08 -0.03
H -14.676357 12.008049 4.414155 0.18 -0.04 0.13
H -15.278823 10.418366 3.983802 0.19 -0.13 0.03
H -13.239045 10.305155 5.627529 -0.20 -0.52 -0.22
H -12.655220 9.358546 2.733283 -0.24 0.15 -0.02
H -13.584078 8.379818 3.908839 -0.57 0.53 0.00
H -11.959602 8.619662 4.146647 0.20 0.49 0.15
H -12.319909 12.118972 5.012915 -0.08 -0.03 0.04
C -13.949517 12.704026 9.226471 -0.46 -0.38 0.00
C -14.129184 11.971122 7.891030 0.43 -0.49 -0.25
C -15.500404 11.560379 7.412588 -1.13 0.10 0.19
O -13.483467 12.761368 6.843008 0.07 -0.36 0.77
H -14.807050 12.558295 9.883252 -0.09 0.20 -0.09
H -13.762491 13.761395 9.039157 -0.19 0.09 0.17
H -13.113982 12.269080 9.776084 0.15 0.15 -0.10
H -13.573936 11.030892 7.982230 0.11 0.03 -0.06
H -16.075593 12.356663 6.931519 0.38 0.15 -0.17
H -16.173927 11.232280 8.211665 0.46 0.01 0.32
H -15.456876 10.697578 6.746965 0.20 0.19 -0.21
H -12.691262 13.036426 7.322683 0.15 0.27 -0.58
C -15.476770 5.414955 3.543260 0.66 -0.20 -0.16
C -16.908869 5.763584 3.908937 -0.16 0.13 0.19
C -17.966564 4.923742 3.219283 0.28 -0.06 -0.21
O -17.114005 5.652637 5.326006 0.63 -0.14 -0.59
H -15.167766 4.410642 3.848240 -0.29 0.01 0.28
H -14.786426 6.126988 4.005112 -0.05 -0.08 0.17
H -15.240122 5.451232 2.475653 -0.47 0.19 -0.08
H -17.039996 6.820964 3.644869 -0.21 -0.03 -0.10
H -18.950954 5.108318 3.645919 -0.03 0.17 -0.07
H -17.767232 3.855287 3.325601 0.13 0.02 0.09
H -17.959582 5.161371 2.152239 -0.20 -0.04 0.03
H -16.226451 5.741516 5.705819 -0.32 -0.04 0.49
C -16.492823 7.954030 11.240133 0.06 -0.63 -0.75
C -16.386768 9.317565 10.526447 -0.61 -1.28 0.75
C -17.050997 10.394764 11.344226 0.91 1.58 0.65
O -15.023107 9.593143 10.320160 0.29 0.72 -0.51
H -15.771336 7.821230 12.049973 -0.39 0.79 0.46
H -16.165958 7.099573 10.633686 -0.32 0.36 -0.58
H -17.528665 7.759772 11.523156 0.11 -0.07 0.33
H -16.935047 9.317491 9.575198 0.20 -0.39 -0.06
H -16.832146 11.373358 10.892247 -0.41 -0.15 -0.33
H -16.604686 10.556615 12.335451 0.01 -0.64 0.02
H -18.123277 10.288293 11.486704 -0.04 -0.23 -0.24
H -14.806565 9.237156 9.448653 0.24 -0.20 0.17
```
Forces are in eV/Å.

The molecule C4H9NO, computed with ωB97M-V with the def2-TZVPD basis set.

Values from the calculation:
max |F| = 0.0075 hartree/bohr
total charge = 0
HOMO energy = -0.2461 hartree
relative energy (zero: lowest compared OMol25 entry of this formula, charge and spin) = 480.2 kJ/mol
spin multiplicity = 1
frontier orbital gap = 7.66 eV

```
15
Properties=species:S:1:pos:R:3:forces:R:3
C -1.014462 -0.619991 2.137075 0.01 0.07 0.06
C -1.354121 -0.168682 0.760368 -0.11 -0.31 0.21
N -0.303215 -0.058720 -0.182964 0.32 0.12 0.03
C 0.971569 -0.063207 0.030686 -0.23 -0.10 0.18
O 1.888356 0.287519 -0.902961 0.00 0.02 0.09
C 1.377953 0.586034 -2.186034 -0.09 0.08 -0.27
H -0.333319 0.087425 2.635904 -0.07 -0.09 -0.09
H -1.916036 -0.698066 2.750766 0.16 -0.07 -0.08
H -0.496195 -1.597459 2.128624 -0.09 0.10 0.04
H -0.975022 0.821526 -0.314739 0.07 0.08 -0.26
H -2.257477 -0.534015 0.279867 0.12 0.13 0.06
H 1.425130 -0.340560 0.975891 -0.11 0.02 -0.09
H 2.240891 0.769429 -2.827548 -0.12 -0.04 0.10
H 0.747056 1.483408 -2.164029 0.07 -0.13 -0.02
H 0.788628 -0.254206 -2.573000 0.07 0.13 0.02
```
Forces are in eV/Å.

A structure of composition C24H27Cl2N8O4PY in a non-equilibrium geometry, computed with ωB97M-V with the def2-TZVPD basis set.

Values from the calculation:
max |F| = 0.0419 hartree/bohr
total charge = -1
HOMO energy (spin up / spin down) = -0.0258 / -0.0259 hartree
relative energy (zero: lowest compared OMol25 entry of this formula, charge and spin) = 305.8 kJ/mol
spin multiplicity = 1
frontier orbital gap (spin up / spin down) = 2.52 / 2.52 eV

```
67
Properties=species:S:1:pos:R:3:forces:R:3
Y -0.697487 -0.286721 0.028340 0.23 -0.51 -0.49
C 5.030399 -0.532843 -1.478396 0.10 0.00 0.03
N 3.866188 -1.354430 -1.510695 -0.55 0.11 -0.53
C 3.702505 -2.528248 -2.200995 0.02 -0.45 0.07
C 2.465373 -2.993277 -1.898606 0.55 -0.30 -0.20
N 1.866151 -2.121158 -1.035633 0.12 0.44 -0.71
C 2.705484 -1.059936 -0.805625 0.61 0.18 -0.20
P 3.024046 -0.262603 0.921807 -0.27 -0.21 0.79
C 1.862633 -0.792217 2.154329 1.16 0.65 -0.11
N 0.521441 -0.647702 2.130555 -0.13 0.11 -0.31
C 0.054358 -1.382787 3.176098 -0.16 -0.33 0.51
C 1.079427 -1.991569 3.833861 -0.45 -0.24 0.14
N 2.232052 -1.630713 3.183327 -0.21 0.24 -0.06
C 3.580982 -1.950021 3.516635 0.02 0.08 -0.01
C 2.055521 1.229252 0.386279 0.29 -0.50 0.24
N 1.029568 1.273587 -0.457283 0.19 0.32 0.11
C 0.801034 2.592548 -0.708544 0.09 0.65 -0.10
C 1.700057 3.353575 -0.021897 -0.34 0.26 -0.50
N 2.492076 2.478346 0.659638 -0.37 -0.55 -0.08
C 3.593807 2.796551 1.520772 0.50 0.09 0.37
H 5.650589 -0.704129 -2.358421 -0.07 -0.03 -0.09
H 5.636314 -0.739115 -0.586357 -0.04 0.02 0.05
H 4.728317 0.516524 -1.445877 0.06 0.02 -0.01
H 4.460614 -2.901654 -2.859860 0.10 -0.21 -0.11
H 1.969447 -3.880382 -2.237587 -0.10 -0.17 -0.04
H -0.996093 -1.425748 3.399115 -0.17 -0.08 0.06
H 1.102205 -2.641274 4.684907 -0.09 -0.13 0.20
H 3.604385 -2.701837 4.305596 -0.05 0.00 -0.04
H 4.124151 -1.057043 3.851429 -0.01 -0.03 -0.04
H 4.089886 -2.330506 2.621811 0.05 -0.05 0.01
H 0.010783 2.922180 -1.354252 -0.09 0.00 0.05
H 1.851623 4.415249 0.022085 -0.02 0.11 0.03
H 3.817182 3.861281 1.443088 -0.05 0.00 -0.06
H 4.468909 2.210607 1.220306 -0.15 0.15 0.16
H 3.357270 2.552415 2.559932 0.06 0.03 -0.15
C -5.038898 -0.341585 1.986711 0.17 -0.12 -0.26
C -3.583281 -0.178948 1.652009 -0.10 -0.83 -0.35
N -2.916943 -1.065093 0.985173 0.24 -0.12 -0.27
O -3.629960 -2.193429 0.525453 -0.05 0.28 0.04
C -2.858095 0.992366 2.066537 -0.03 0.70 0.33
C -3.437308 1.988476 3.040164 0.40 -0.23 -0.31
N -1.669775 1.155659 1.523841 -0.37 1.50 1.50
O -0.949844 2.175287 1.840568 -0.49 -0.66 -0.36
H -5.516578 -0.937620 1.210747 -0.02 -0.04 0.08
H -5.532428 0.621854 2.062545 0.02 0.10 0.04
H -5.150506 -0.860795 2.937997 -0.02 -0.05 0.06
H -3.112588 -2.451868 -0.263846 -0.19 0.17 0.40
H -3.815374 1.495969 3.936392 -0.08 0.03 0.06
H -4.239565 2.573748 2.586411 -0.08 0.05 0.05
H -2.626335 2.666333 3.305540 -0.07 0.00 0.06
Cl -4.018374 1.361441 -6.869426 -0.08 -0.01 -0.25
C -3.316184 1.236459 -5.283850 -0.12 -0.51 -0.24
C -3.020780 2.409186 -4.596318 0.39 -0.33 0.91
C -2.487563 2.308881 -3.329151 -0.30 0.84 -0.52
Cl -2.155681 3.777609 -2.467969 -0.06 0.03 0.01
C -2.220424 1.080177 -2.667132 0.07 -0.76 0.34
O -1.723700 1.053443 -1.497547 -0.24 0.08 -0.69
C -2.560638 -0.106392 -3.424303 0.19 1.33 0.00
C -2.400391 -1.388685 -2.854130 0.34 -1.27 1.62
O -2.064333 -1.672499 -1.674889 -0.26 0.56 -1.77
C -3.089881 0.006376 -4.728852 0.09 0.07 0.35
H -3.208633 3.373516 -5.036673 -0.01 0.12 -0.04
H -2.618823 -2.233615 -3.537143 -0.06 0.10 0.16
H -3.341488 -0.896449 -5.264539 -0.03 -0.07 -0.14
C 0.582447 -2.321254 -0.393624 0.09 -0.84 0.26
H 0.068378 -3.084670 -0.997347 -0.04 0.13 0.03
H 0.812348 -2.830077 0.566769 -0.14 0.07 -0.04
```
Forces are in eV/Å.